*1*
C24H29N3O4 | ωB97M-V/def2-TZVPD

Structure (XYZ):
```
60
Properties=species:S:1:pos:R:3:mulliken_charge:R:1
C -5.0893 0.3651 -0.2545 -0.49
O -4.8473 -0.5697 0.7712 -0.45
C -3.9521 -1.6052 0.4397 -0.78
C -2.4721 -1.1864 0.5464 0.02
C -1.5435 -2.3877 0.7461 -1.25
N -2.0141 -0.3558 -0.5520 1.27
C -1.3899 0.8576 -0.3451 0.46
C -1.2114 1.4808 0.9953 -2.11
C -0.9670 1.3386 -1.5471 -0.56
C -1.3391 0.3939 -2.5405 1.01
C -0.9342 0.3836 -3.9353 0.29
O -1.5667 -0.1096 -4.8458 -0.64
C 0.4754 0.9511 -4.1684 -0.72
O 1.3183 0.4129 -3.1613 -0.30
C 1.8307 1.2591 -2.2481 0.08
O 1.9367 2.4518 -2.4309 -0.70
C 2.1653 0.5708 -1.0099 1.12
C 1.9618 -0.7947 -0.6653 0.58
C 1.5118 -1.9155 -1.5251 -1.08
N 2.2495 -0.9820 0.6019 -1.01
N 2.6211 0.2110 1.1072 0.92
C 2.9967 0.2802 2.4576 0.24
C 2.6729 1.3745 3.2514 -0.07
C 3.0644 1.3956 4.5785 -0.82
C 3.7611 0.3300 5.1220 -0.40
C 4.0569 -0.7725 4.3363 -0.63
C 3.6775 -0.8015 3.0084 -0.31
C 2.5952 1.1815 0.1660 0.14
C 3.0104 2.5870 0.3800 -1.90
C -2.0029 -0.6381 -1.8855 -0.02
C -2.5733 -1.8452 -2.5394 -2.26
H -4.2106 0.9784 -0.4754 0.15
H -5.4129 -0.1329 -1.1757 0.25
H -5.8912 1.0068 0.1061 0.28
H -4.1333 -2.3835 1.1862 0.45
H -4.1849 -2.0087 -0.5505 0.28
H -2.4097 -0.5654 1.4448 0.21
H -1.7696 -2.8742 1.6910 0.51
H -0.5082 -2.0539 0.7669 0.18
H -1.6539 -3.1187 -0.0492 0.21
H -2.1652 1.6460 1.4978 0.40
H -0.5810 0.8647 1.6387 0.36
H -0.7262 2.4443 0.8621 0.45
H -0.4886 2.2829 -1.7107 0.69
H 0.4774 2.0461 -4.1106 0.42
H 0.8394 0.6341 -5.1489 0.40
H 1.5088 -2.8355 -0.9464 0.36
H 2.1786 -2.0213 -2.3781 0.41
H 0.5142 -1.7172 -1.9115 0.01
H 2.1012 2.1935 2.8464 0.38
H 2.8149 2.2483 5.1921 0.37
H 4.0644 0.3546 6.1577 0.39
H 4.5890 -1.6112 4.7591 0.38
H 3.8926 -1.6520 2.3813 0.46
H 2.1702 3.1921 0.7212 0.25
H 3.8123 2.6512 1.1134 0.49
H 3.3393 3.0011 -0.5697 0.45
H -2.1291 -1.9432 -3.5278 0.51
H -2.3932 -2.7565 -1.9746 0.34
H -3.6478 -1.7313 -2.6897 0.33
```

Computed properties:
SMILES: COC[C@@H](C)n1c(C)cc(C(=O)COC(=O)c2c(C)nn(-c3ccccc3)c2C)c1C
HOMO-LUMO gap: 8.721 eV

*2*
C24H29N3O4 | ωB97M-V/def2-TZVPD

Structure (XYZ):
```
60
Properties=species:S:1:pos:R:3:mulliken_charge:R:1
C -4.7338 -5.1060 -0.5315 -1.34
C -3.5917 -4.2670 0.0253 -0.08
C -4.0668 -2.8581 0.3869 -0.85
O -3.0432 -2.0648 0.9559 -0.43
C -2.1268 -1.4650 0.1590 -0.14
C -2.0697 -1.5408 -1.2286 -0.28
C -1.0832 -0.8519 -1.9155 -1.90
C -0.1651 -0.0670 -1.2480 -0.10
C -0.2244 0.0276 0.1386 0.55
C 0.7100 0.9610 0.8747 -0.43
C 0.6741 2.3485 0.2915 -0.60
C -0.4087 3.0936 -0.0720 0.44
O -0.2697 4.2585 -0.6841 -0.62
C -1.7947 2.6140 0.0933 0.45
C -2.2846 2.1585 1.3132 -0.15
C -3.5759 1.6578 1.3568 -0.49
N -4.3642 1.5816 0.2996 -0.59
C -3.9050 2.0354 -0.8532 -0.47
C -2.6376 2.5704 -1.0138 -0.45
C 2.0056 2.7360 -0.1071 0.61
O 2.3170 3.7967 -0.6366 -0.79
C 2.9062 1.5519 0.1965 0.38
O 4.0976 1.4454 0.0035 -0.66
N 2.1078 0.6026 0.7380 0.42
C 2.6214 -0.6814 1.1525 -1.31
C 2.7534 -1.6486 -0.0270 0.60
C 3.5393 -2.9279 0.3372 -1.45
N 4.9513 -2.9446 0.0226 0.07
C 5.7361 -1.9477 0.7225 -0.99
C 5.2375 -2.9430 -1.3952 -0.91
C -1.1838 -0.6836 0.8309 0.75
H -4.3836 -6.1052 -0.7766 0.36
H -5.1390 -4.6528 -1.4336 0.34
H -5.5358 -5.1913 0.1978 0.33
H -3.1870 -4.7364 0.9240 0.32
H -2.7838 -4.2063 -0.7066 0.31
H -4.8310 -2.9174 1.1671 0.45
H -4.5058 -2.3561 -0.4834 0.34
H -2.7827 -2.1249 -1.7873 0.51
H -1.0428 -0.9259 -2.9919 0.40
H 0.5921 0.4756 -1.7938 0.54
H 0.4469 0.9589 1.9431 0.32
H 0.7016 4.4345 -0.8187 0.46
H -1.6804 2.2103 2.2046 0.49
H -3.9990 1.2901 2.2819 0.40
H -4.5888 1.9663 -1.6889 0.38
H -2.2987 2.9289 -1.9725 0.45
H 1.9525 -1.0946 1.9113 0.26
H 3.6050 -0.5056 1.5950 0.57
H 3.2671 -1.1310 -0.8381 0.26
H 1.7558 -1.9153 -0.3806 -0.06
H 3.4407 -3.1169 1.4108 0.43
H 3.0940 -3.7772 -0.1882 0.40
H 6.7917 -2.1696 0.5648 0.36
H 5.5482 -0.9210 0.3806 0.33
H 5.5287 -2.0170 1.7898 0.29
H 4.6366 -3.7079 -1.8850 0.30
H 6.2905 -3.1868 -1.5350 0.33
H 5.0460 -1.9762 -1.8838 0.31
H -1.2466 -0.6348 1.9071 0.55
```

Computed properties:
SMILES: CCCOc1cccc([C@@H]2/C(=C(/O)c3ccncc3)C(=O)C(=O)N2CCCN(C)C)c1
HOMO-LUMO gap: 7.603 eV

Computed energies relative to the best structure, in kcal/mol: *1* 0.0; *2* 8.9

*1*
H10O5 | ωB97M-V/def2-TZVPD

Structure (XYZ):
```
15
Properties=species:S:1:pos:R:3:mulliken_spin:R:1
O -10.4469 -3.9885 6.1814 0.09
H -10.4661 -3.3049 6.8512 -0.01
H -11.3573 -4.2736 6.1032 -0.09
O -13.1147 -4.7153 6.4116 0.72
H -13.4692 -5.1573 7.1831 -0.15
H -13.3840 -5.2646 5.6754 -0.16
O -14.5784 -2.3428 6.3040 0.18
H -13.9938 -3.0992 6.3530 -0.06
H -15.0822 -2.3759 7.1172 -0.05
O -14.2129 -6.5806 4.2821 0.58
H -13.8151 -7.4308 4.0943 -0.25
H -14.5374 -6.2752 3.4350 -0.12
O -13.7760 -7.0585 7.7710 0.77
H -13.9338 -7.1649 8.7091 -0.34
H -14.5576 -7.4204 7.3535 -0.13
```

Computed properties:
HOMO-LUMO gap (alpha / beta): 2.905 / 11.583 eV
2S+1: 2
Total charge: -1

*2*
H10O5 | ωB97M-V/def2-TZVPD

Structure (XYZ):
```
15
Properties=species:S:1:pos:R:3:mulliken_spin:R:1
O 1.7329 -1.0218 -0.6169 0.12
O -1.7619 1.3303 -1.5710 0.45
O -1.6306 -1.1465 -1.1059 0.31
O 1.2562 -0.6831 1.6766 0.21
O -1.3515 0.2927 1.8262 0.00
H 2.6285 -1.2854 -0.8608 -0.01
H -1.6095 1.4340 -2.5521 -0.02
H -1.7802 0.0392 -1.2115 -0.04
H 2.1294 -0.8006 2.1698 -0.01
H 1.4819 -0.9800 0.4163 -0.01
H 1.7730 1.6009 0.0519 0.00
H -2.5316 -1.5277 -1.1477 -0.01
H 1.8988 2.2690 0.3556 0.00
H -0.4705 -0.1043 1.5615 0.00
H -1.7647 0.5834 1.0081 0.00
```

Computed properties:
HOMO-LUMO gap (alpha / beta): 9.318 / 3.353 eV
2S+1: 2
Total charge: -1

Computed energies relative to the best structure, in kcal/mol: *1* 0.0; *2* 83.6

*1*
C3H7O3 | ωB97M-V/def2-TZVPD

Structure (XYZ):
```
13
Properties=species:S:1:pos:R:3:mulliken_charge:R:1
O -0.2344 -1.4000 0.6709 -0.72
C 0.2867 -0.4288 0.1145 0.55
O 1.3803 0.1621 0.3615 -0.79
C -0.5442 0.3474 -0.9586 -0.49
C -2.0979 0.3232 -0.8727 -0.90
H -0.1970 1.3781 -0.8078 0.26
H -0.1554 0.2395 -1.9760 0.33
H -2.8105 0.8070 -1.5540 0.36
H -2.3425 -0.7514 -0.8803 0.20
H -2.2661 0.7348 0.1891 0.17
H 2.4250 -0.1194 2.2022 0.36
H 3.1847 -0.9299 1.3728 0.33
O 3.3714 -0.3625 2.1384 -0.67
```

Computed properties:
HOMO-LUMO gap: 8.665 eV
Total charge: -1

*2*
C3H7O3 | ωB97M-V/def2-TZVPD

Structure (XYZ):
```
13
Properties=species:S:1:pos:R:3:mulliken_charge:R:1
O 1.1876 -2.0403 2.5237 -0.64
C 0.4731 -1.0614 2.2803 -0.09
O 0.7336 0.0549 1.7450 -0.64
H -0.6161 -1.1548 2.5398 0.34
H 0.5968 1.1854 0.5936 0.49
C -0.0199 1.0642 -1.2582 -0.30
O 0.1237 1.7809 -0.0599 -0.61
C -0.5445 -0.3577 -1.1915 -0.79
H 0.9406 1.0815 -1.8002 0.19
H -0.6225 1.6742 -1.9505 0.31
H -0.8036 -0.6067 -0.1623 0.19
H 0.0894 -1.1466 -1.6004 0.28
H -1.5382 -0.4737 -1.6595 0.27
```

Computed properties:
HOMO-LUMO gap: 8.607 eV
Total charge: -1

*3*
C3H7O3 | ωB97M-V/def2-TZVPD

Structure (XYZ):
```
13
Properties=species:S:1:pos:R:3:mulliken_charge:R:1
O -0.4353 -0.5357 1.2877 -0.71
C -1.4690 0.0722 1.7204 0.14
O -2.4902 -0.4239 2.2026 -0.63
H -1.3611 1.1844 1.6846 0.19
H 0.1395 0.3370 0.1703 0.47
C 1.0620 -0.2356 -1.4419 -0.11
O 0.7109 0.7968 -0.5581 -0.57
C 2.0694 0.2035 -2.5078 -1.04
H 1.6033 -1.0070 -0.8693 0.17
H 0.1454 -0.6364 -1.8890 0.25
H 1.9284 -0.3138 -3.4601 0.31
H 1.8435 1.2450 -2.7663 0.26
H 3.1024 0.1009 -2.1850 0.27
```

Computed properties:
HOMO-LUMO gap: 8.639 eV
Total charge: -1

Computed energies relative to the best structure, in kcal/mol: *1* 0.0; *2* 6.0; *3* 1.2

*1*
C3H7O3 | ωB97M-V/def2-TZVPD

Structure (XYZ):
```
13
Properties=species:S:1:pos:R:3:mulliken_charge:R:1
C -0.5252 -0.8508 -2.6229 -1.02
C 0.1816 -0.4607 -1.2454 0.58
O -0.5727 -0.5708 -0.2643 -0.70
O 1.4116 -0.4090 -1.3289 -0.70
H -1.6070 -0.8172 -2.3925 0.29
H -0.2031 -1.8345 -2.9071 0.21
H -0.4574 -0.0966 -3.3414 0.34
C 0.6406 0.7535 2.4940 -0.33
O -0.6352 1.3962 2.4597 -0.53
H -1.0658 0.9363 1.7119 0.35
H 0.8528 0.2061 1.5490 0.17
H 1.3348 1.6044 2.4523 0.17
H 0.6450 0.1430 3.4356 0.16
```

Computed properties:
HOMO-LUMO gap: 8.263 eV
Total charge: -1

*2*
C3H7O3 | ωB97M-V/def2-TZVPD

Structure (XYZ):
```
13
Properties=species:S:1:pos:R:3:mulliken_charge:R:1
C 1.3502 -1.3928 -2.1354 -0.94
C 1.0742 -0.3930 -0.9468 0.67
O 1.3556 0.7844 -1.2524 -0.71
O 0.6122 -0.8446 0.1211 -0.82
H 2.2495 -2.0037 -2.0321 0.21
H 1.3348 -0.8433 -3.0809 0.30
H 0.5187 -2.0908 -2.3365 0.26
C -1.7260 1.2986 2.0970 -0.52
O -0.4180 0.7893 1.9455 -0.51
H -0.2309 0.4418 1.0251 0.43
H -2.3767 0.8433 1.3512 0.25
H -1.7026 2.3973 2.1272 0.19
H -2.0409 1.0135 3.1170 0.17
```

Computed properties:
HOMO-LUMO gap: 8.380 eV
Total charge: -1

*3*
C3H7O3 | ωB97M-V/def2-TZVPD

Structure (XYZ):
```
13
Properties=species:S:1:pos:R:3:mulliken_charge:R:1
C 1.1082 0.5425 2.4207 -0.92
C 0.8299 -0.0179 1.0189 0.65
O -0.3916 -0.2231 0.7634 -0.80
O 1.7949 -0.2193 0.2587 -0.72
H 2.0586 0.1883 2.8298 0.29
H 0.3445 0.1693 3.1082 0.26
H 1.1082 1.6290 2.3493 0.19
C -0.9353 -0.4237 -2.3250 -0.39
O -1.9628 0.1955 -1.5355 -0.56
H -1.6588 0.2568 -0.6130 0.44
H -0.6180 0.3279 -3.0590 0.16
H -0.0918 -0.7011 -1.7069 0.20
H -1.3709 -1.3081 -2.7774 0.18
```

Computed properties:
HOMO-LUMO gap: 8.629 eV
Total charge: -1

Computed energies relative to the best structure, in kcal/mol: *1* 14.6; *2* 8.1; *3* 0.0

*1*
CHF2O2S | ωB97M-V/def2-TZVPD

Structure (XYZ):
```
7
Properties=species:S:1:pos:R:3:mulliken_charge:R:1
C 0.3768 0.0860 -0.6792 -0.07
O 3.8280 0.6129 1.1087 -0.51
O 3.7864 -1.1231 -0.3579 -0.46
F -0.5544 -0.9205 -0.8001 -0.26
F 0.4086 0.5881 -1.9819 -0.25
S 3.4850 0.2670 -0.2503 0.54
H 0.0423 0.9882 -0.0637 0.02
```

Computed properties:
HOMO-LUMO gap (alpha / beta): 5.712 / 7.017 eV
Total charge: -1

*2*
CHF2O2S | ωB97M-V/def2-TZVPD

Structure (XYZ):
```
7
Properties=species:S:1:pos:R:3:mulliken_charge:R:1
C -1.2164 0.1198 -0.2375 -0.12
O 2.2590 0.7305 1.5835 -0.46
O 2.1206 -1.2687 -0.0429 -0.43
F -2.0643 -1.0681 -0.2761 -0.32
F -1.1345 0.6113 -1.5613 -0.25
S 1.9232 0.1543 0.2874 0.58
H -1.8876 0.7209 0.2470 0.00
```

Computed properties:
HOMO-LUMO gap (alpha / beta): 6.024 / 6.631 eV
Total charge: -1

Computed energies relative to the best structure, in kcal/mol: *1* 2.3; *2* 0.0